The following is a DFT calculation (ωB97M-V/def2-TZVPD) of 2 unconnected molecules or ions with the total composition C9H14O.

```
24
Properties=species:S:1:pos:R:3
C -0.724 -2.471 1.632
C -0.924 -1.816 0.280
C -1.065 -0.464 0.049
C -1.093 0.161 -1.239
C -0.928 -0.706 -2.307
O -0.929 -0.249 -3.570
C -0.907 -2.112 -2.140
C -0.906 -2.651 -0.867
H -1.094 -1.962 2.532
H 0.334 -2.518 1.942
H -1.073 -3.491 1.422
H -1.469 0.075 0.919
H -1.302 1.210 -1.150
H -1.105 -0.932 -4.240
H -0.699 -2.834 -2.909
H -0.759 -3.710 -0.656
C 1.714 3.833 1.150
C 1.901 2.310 1.394
H 1.894 4.395 2.072
H 2.381 4.113 0.371
H 0.663 4.033 1.011
H 2.907 2.020 1.028
H 1.181 1.732 0.827
H 1.999 2.034 2.449
```

Values from the calculation:
**HOMO energy**: -0.3043 Eh
**SMILES**: Cc1ccc(O)cc1.CC
**Spin multiplicity**: 1